{"formula": "C5H11N3", "method": "ωB97M-V/def2-TZVPD", "e_homo_ev": -9.2, "orbital_gap_ev": 10.137, "smiles": "[H]/N=C(/C)N[C@@]1(C)CN1", "energy_ha": -361.35183, "elements": ["H", "N", "C", "C", "N", "C", "C", "C", "N", "H", "H", "H", "H", "H", "H", "H", "H", "H", "H"], "xyz": [[-0.42420, 1.93058, 0.00241], [0.25292, 1.87969, -0.75325], [0.66277, 0.72109, -1.03759], [1.64300, 0.54575, -2.16123], [0.28036, -0.46294, -0.44491], [-0.51447, -0.52504, 0.74736], [0.20891, -0.18875, 2.03423], [-1.96697, -0.24910, 0.60187], [-1.47541, -1.59137, 0.83004], [1.28281, -0.19174, -2.87001], [2.60466, 0.21682, -1.77310], [1.77105, 1.49782, -2.66232], [0.86240, -1.27150, -0.62231], [0.60235, 0.82544, 1.99182], [1.03845, -0.87827, 2.18093], [-0.47140, -0.28246, 2.87353], [-2.50326, 0.18864, 1.43147], [-2.34044, 0.02514, -0.37794], [-1.51352, -2.18981, 0.00901]], "forces_ev_per_a": [[0.05, -0.28, 0.09], [-0.25, 0.91, 0.01], [0.13, -0.39, -0.15], [0.03, 0.12, 0.11], [-0.18, -0.45, 0.06], [0.34, 0.40, 0.05], [-0.11, -0.08, -0.30], [-0.10, 0.37, -0.23], [-0.18, -0.94, 0.29], [-0.03, -0.17, -0.15], [0.13, -0.08, 0.01], [0.03, 0.05, -0.02], [-0.05, 0.19, 0.01], [0.04, 0.06, 0.02], [0.08, -0.06, 0.04], [-0.06, 0.02, 0.12], [-0.05, 0.03, 0.09], [0.11, -0.05, -0.03], [0.08, 0.35, -0.02]], "nbo_charge": [0.34, -0.72, 0.46, -0.67, -0.64, 0.23, -0.62, -0.26, -0.59, 0.22, 0.22, 0.24, 0.39, 0.22, 0.21, 0.22, 0.20, 0.21, 0.36]}



{"formula": "C12H21AsO6P2SW", "method": "ωB97M-V/def2-TZVPD", "e_homo_ev": -22.2, "orbital_gap_ev": 5.446, "total_charge": 4, "energy_ha": -4303.44135, "elements": ["W", "C", "P", "C", "C", "C", "P", "C", "C", "H", "H", "H", "H", "H", "H", "H", "H", "H", "H", "H", "H", "H", "H", "H", "H", "O", "As", "O", "O", "C", "C", "C", "C", "C", "C", "S", "O", "O", "O", "H", "H", "H", "H", "H"], "xyz": [[0.44174, 0.12076, -0.72209], [0.98456, 1.27820, 2.72378], [-0.05284, 1.65869, 1.30570], [-1.78088, 1.68448, 1.78584], [0.44554, 3.25351, 0.56606], [-0.40757, 3.58436, -0.66607], [-0.38321, 2.24711, -1.91631], [0.82131, 2.56725, -3.22433], [-2.01698, 1.97398, -2.62138], [0.79239, 2.05187, 3.47593], [2.04016, 1.29708, 2.45336], [0.71467, 0.30957, 3.14604], [-1.91100, 2.54133, 2.45669], [-2.02342, 0.77248, 2.33308], [-2.46100, 1.78390, 0.94088], [1.51153, 3.20474, 0.32128], [0.34052, 4.02476, 1.33811], [-0.05597, 4.50174, -1.14783], [-1.45576, 3.74938, -0.40256], [0.46037, 3.45497, -3.75856], [0.86388, 1.73733, -3.93280], [1.81278, 2.77559, -2.81989], [-2.34987, 2.93943, -3.02201], [-2.73953, 1.64106, -1.87537], [-1.96329, 1.25930, -3.44494], [3.59791, -0.87902, 1.33167], [3.05253, -1.62046, -0.08629], [2.19824, 0.11299, -0.80028], [1.22853, -1.66324, 0.47860], [0.58271, -2.90662, 0.63260], [1.11183, -3.88811, 1.42629], [0.47976, -5.14249, 1.46476], [-0.67295, -5.40589, 0.73495], [-1.24125, -4.41030, -0.04590], [-0.61369, -3.16030, -0.08779], [-1.38516, -1.88562, -0.89536], [-0.22856, -1.21560, -1.86113], [-2.60294, -2.11442, -1.53445], [-1.27385, -0.64734, 0.04663], [4.53588, -0.98994, 1.59261], [1.99947, -3.71585, 2.02580], [0.90881, -5.92048, 2.08543], [-1.14275, -6.37961, 0.79113], [-2.16263, -4.58061, -0.59187]], "forces_ev_per_a": [[0.32, 0.05, -0.48], [-0.02, 0.03, -0.05], [0.10, -0.02, 0.08], [0.02, 0.00, 0.02], [-0.03, -0.04, -0.10], [-0.04, -0.09, 0.03], [0.13, 0.09, -0.02], [-0.06, 0.05, 0.05], [0.01, 0.02, -0.02], [0.01, -0.01, 0.02], [0.00, 0.01, 0.01], [-0.01, 0.00, 0.00], [-0.01, -0.01, 0.01], [0.00, 0.00, 0.00], [0.01, 0.02, -0.01], [0.01, 0.02, 0.03], [-0.02, 0.01, 0.00], [0.01, 0.00, 0.00], [0.01, 0.03, 0.02], [0.03, -0.01, -0.03], [-0.01, 0.00, 0.00], [0.00, 0.01, 0.00], [0.00, -0.01, -0.02], [0.01, 0.01, 0.01], [0.00, 0.00, 0.00], [-0.03, -0.09, 0.04], [-0.08, 0.13, 0.00], [-0.15, 0.01, 0.29], [0.04, 0.07, -0.02], [-0.07, 0.01, -0.06], [-0.01, -0.08, 0.00], [0.03, 0.02, 0.02], [0.00, 0.02, 0.00], [-0.01, 0.00, -0.01], [0.07, -0.02, -0.01], [-0.03, 0.36, 0.18], [-0.22, -0.24, 0.00], [0.02, -0.05, 0.01], [-0.04, -0.36, 0.04], [0.02, 0.06, -0.01], [0.00, 0.03, -0.01], [0.00, 0.00, 0.00], [-0.01, 0.00, -0.01], [0.00, -0.01, 0.00]], "nbo_charge": [1.93, -0.96, 1.15, -0.97, -0.73, -0.73, 1.11, -0.95, -0.96, 0.32, 0.29, 0.29, 0.32, 0.31, 0.28, 0.28, 0.32, 0.33, 0.29, 0.32, 0.30, 0.29, 0.32, 0.29, 0.30, -1.01, 1.97, -0.81, -0.89, 0.38, -0.28, -0.04, -0.16, -0.06, -0.52, 2.35, -0.80, -0.69, -0.88, 0.58, 0.27, 0.29, 0.30, 0.29]}



Which formula does entry 1 have?
C5H11N3